(1)
The following is a quantum chemistry calculation of an isolated molecule of C2H4N2O2 at a distorted geometry, from the OMol25 dataset.

Positions of all 10 atoms, in Å:
O1 0.91 1.25 -0.02
O2 2.79 0.05 0.01
N1 0.89 -1.02 -0.01
N2 1.59 -0.01 0.00
C1 -1.76 -0.01 0.04
C2 -0.66 -0.88 -0.01
H1 -2.73 -0.48 0.01
H2 -0.93 -1.92 -0.09
H3 1.58 1.96 -0.05
H4 -1.68 1.06 0.12

Summary:
structure (SMILES) = C=C/N=[N+](/[O-])O
DFT total energy = -338.4111 a.u.
2S+1 = 1
Kohn-Sham gap = 0.36059 hartree
charge = 0
relative energy (zero: lowest compared OMol25 entry of this formula, charge and spin) = 151.9 kcal/mol
highest occupied orbital energy = -9.623 eV

In elementary charge units, the Löwdin charges are: atom 1 (O): 0.0548, atom 2 (O): 0.0504, atom 3 (N): 0.1227, atom 4 (N): -0.4120, atom 5 (C): 0.0267, atom 6 (C): -0.1011, atom 7 (H): 0.0382, atom 8 (H): 0.0673, atom 9 (H): 0.1208, atom 10 (H): 0.0321

(2)
The following is a quantum chemistry calculation of a cluster of 3 separate species, C4H13NO2 in total at a distorted geometry, from the OMol25 dataset.

Positions of all 20 atoms, in Å:
O1 1.26 -2.71 -1.95
O2 1.76 -5.31 -3.70
N1 -0.39 2.82 2.43
C1 -1.41 1.07 1.07
C2 1.01 1.04 1.61
C3 -0.18 1.63 1.69
C4 -1.60 1.71 -0.35
H1 1.55 -6.17 -3.33
H2 -2.49 1.30 -0.78
H3 -2.32 1.41 1.56
H4 -1.75 2.77 -0.11
H5 2.05 -2.23 -2.23
H6 1.93 1.57 1.82
H7 -1.37 0.00 0.88
H8 0.47 3.24 2.73
H9 0.95 -2.13 -1.25
H10 1.10 -4.75 -3.28
H11 1.16 0.20 0.94
H12 -0.73 1.78 -0.98
H13 -0.99 2.73 3.23

Summary:
structure (SMILES) = C=C(N)CC.O.O
DFT total energy = -365.3996 a.u.
2S+1 = 1
Kohn-Sham gap = 0.33760 hartree
charge = 0
relative energy (zero: lowest compared OMol25 entry of this formula, charge and spin) = 26.9 kcal/mol
highest occupied orbital energy = -8.611 eV

In elementary charge units, the Löwdin charges are: atom 1 (O): -0.0492, atom 2 (O): -0.0652, atom 3 (N): 0.0784, atom 4 (C): -0.2047, atom 5 (C): 0.0252, atom 6 (C): -0.4539, atom 7 (C): -0.0950, atom 8 (H): 0.0301, atom 9 (H): 0.0621, atom 10 (H): 0.1034, atom 11 (H): 0.0684, atom 12 (H): 0.0456, atom 13 (H): 0.0511, atom 14 (H): 0.1016, atom 15 (H): 0.0811, atom 16 (H): 0.0285, atom 17 (H): 0.0072, atom 18 (H): 0.0418, atom 19 (H): 0.0635, atom 20 (H): 0.0800

(3)
The following is a quantum chemistry calculation of an isolated molecule of C4H9NO, from the OMol25 dataset.

Positions of all 15 atoms, in Å:
O1 -2.03 1.36 0.89
N1 0.22 1.04 0.93
C1 0.64 -1.68 -0.41
C2 -0.99 1.25 1.50
C3 0.35 0.85 -0.51
C4 -0.17 -0.52 -0.97
H1 0.71 -1.63 0.68
H2 -0.93 1.32 2.61
H3 -0.16 -0.54 -2.06
H4 1.02 0.90 1.53
H5 1.66 -1.70 -0.82
H6 -1.22 -0.59 -0.66
H7 1.41 0.97 -0.76
H8 0.17 -2.64 -0.66
H9 -0.20 1.65 -1.01

Summary:
structure (SMILES) = CCCNC=O
DFT total energy = -287.8162 a.u.
2S+1 = 1
Kohn-Sham gap = 0.39124 hartree
charge = 0
relative energy (zero: lowest compared OMol25 entry of this formula, charge and spin) = 10.2 kcal/mol
highest occupied orbital energy = -9.777 eV

In elementary charge units, the Löwdin charges are: atom 1 (O): 0.0127, atom 2 (N): 0.0107, atom 3 (C): -0.1153, atom 4 (C): -0.3688, atom 5 (C): -0.2052, atom 6 (C): -0.2489, atom 7 (H): 0.0650, atom 8 (H): 0.1291, atom 9 (H): 0.1089, atom 10 (H): 0.1285, atom 11 (H): 0.0713, atom 12 (H): 0.1029, atom 13 (H): 0.1198, atom 14 (H): 0.0699, atom 15 (H): 0.1194

(4)
The following is a quantum chemistry calculation of an isolated molecule of C5H13ISi at a distorted geometry, from the OMol25 dataset.

Positions of all 20 atoms, in Å:
I1 3.19 0.04 0.12
Si1 0.74 -0.40 -0.40
C1 -1.73 -1.13 1.27
C2 0.15 1.47 -0.79
C3 0.47 2.46 0.33
C4 -0.22 -0.90 1.21
C5 0.66 -1.55 -1.88
H1 -2.08 -2.03 0.84
H2 -0.42 -1.79 -2.05
H3 -0.42 3.03 0.78
H4 1.21 -1.23 -2.85
H5 1.30 -2.40 -1.63
H6 0.27 -1.81 1.53
H7 -2.49 -0.36 0.81
H8 -0.99 1.29 -0.81
H9 1.36 3.08 -0.01
H10 0.74 1.73 1.08
H11 0.32 1.69 -1.87
H12 -2.08 -1.03 2.37
H13 0.01 -0.15 1.93

Summary:
structure (SMILES) = CC[Si](C)(I)CC
DFT total energy = -785.5035 a.u.
2S+1 = 1
Kohn-Sham gap = 0.36425 hartree
charge = 0
relative energy (zero: lowest compared OMol25 entry of this formula, charge and spin) = 0.0 kcal/mol
highest occupied orbital energy = -9.162 eV

In elementary charge units, the Löwdin charges are: atom 1 (I): 0.3977, atom 2 (Si): 0.2593, atom 3 (C): -0.1780, atom 4 (C): -0.4025, atom 5 (C): -0.2112, atom 6 (C): -0.3560, atom 7 (C): -0.2518, atom 8 (H): 0.0334, atom 9 (H): 0.0374, atom 10 (H): 0.0956, atom 11 (H): 0.0671, atom 12 (H): 0.0083, atom 13 (H): 0.0589, atom 14 (H): 0.0973, atom 15 (H): 0.0707, atom 16 (H): 0.0882, atom 17 (H): -0.0176, atom 18 (H): 0.0636, atom 19 (H): 0.0953, atom 20 (H): 0.0442